Record 1
Formula: C34H76BN2O18P5S
Source: the Open Molecules 2025 dataset
Level of theory: ωB97M-V with the def2-TZVPD basis set

Summary:
* strongest force on any atom: 9.73 eV/Å
* total energy: -4934.1605 a.u.
* total charge: 0

```
137
Properties=species:S:1:pos:R:3:mulliken_charge:R:1
C 3.573 2.530 8.204 -0.988
C 3.778 1.753 6.773 0.396
C 4.146 0.148 6.720 -0.598
C 4.336 -0.510 5.227 -0.589
C 4.133 0.339 3.799 -0.016
C 4.340 -0.535 2.430 0.325
C 5.099 0.241 1.204 -1.101
C 2.925 -1.268 1.922 -0.571
C 3.706 1.955 3.847 0.640
O 3.488 2.660 2.576 -0.223
C 3.313 4.107 2.744 -0.679
C 1.749 4.533 3.155 -0.220
O 0.788 4.100 2.127 -0.001
C -0.599 4.042 2.672 -0.756
C -1.060 2.442 2.469 0.289
S 0.108 1.469 3.548 -0.089
O -2.473 2.408 2.794 -0.305
C -2.967 1.187 3.404 -0.107
B -3.004 -0.145 2.393 0.610
N -2.143 -1.334 2.876 -0.629
O -3.805 -0.244 1.159 -0.542
P -4.861 1.532 3.745 0.191
N -5.565 0.198 4.699 -0.703
O -4.957 3.055 4.654 -0.481
P -0.705 2.116 0.579 0.335
C 0.385 0.512 0.527 -0.866
O -2.202 1.890 -0.297 -0.420
C 3.569 2.597 5.356 -0.496
H 2.977 3.537 7.977 0.269
H 2.904 1.882 8.916 0.302
H 4.632 2.794 8.634 0.275
H 4.270 -0.483 7.725 0.245
H 4.604 -1.672 5.202 0.196
H 5.047 -1.451 2.726 0.432
H 5.634 -0.606 0.556 0.345
H 4.242 0.685 0.502 0.174
H 5.893 1.037 1.529 0.260
H 2.092 -0.910 2.664 0.081
H 3.012 -2.446 1.997 0.272
H 2.741 -0.973 0.802 0.142
H 4.055 4.617 3.499 0.376
H 3.525 4.631 1.692 0.322
H 1.630 5.682 3.365 0.248
H 1.452 3.981 4.169 0.251
H -0.671 4.321 3.807 0.396
H -1.329 4.754 2.086 0.183
H -0.351 1.641 4.890 0.118
H -2.548 0.935 4.479 -0.011
H -2.763 -2.108 3.240 0.234
H -1.629 -1.009 3.749 0.252
H -3.243 -0.822 0.536 0.282
H -4.994 0.001 5.550 0.293
H -5.620 -0.673 4.119 0.306
H -5.712 2.953 5.306 0.288
H 0.567 0.137 -0.591 0.395
H -0.060 -0.325 1.223 0.329
H 1.462 0.872 0.897 0.002
H -2.118 1.219 -1.036 0.261
H 3.303 3.748 5.503 0.072
O -2.966 -1.754 -3.254 -0.733
P -4.042 -2.712 -3.821 1.004
O -3.308 -2.898 -5.300 -0.347
C -1.955 -3.312 -5.380 -0.167
C -1.859 -4.810 -5.559 -1.064
O -5.101 -1.509 -4.270 -0.374
C -5.132 -0.288 -3.548 -0.141
C -4.264 0.758 -4.229 -1.091
O -5.245 -3.783 -4.454 -0.317
C -5.085 -5.182 -4.338 -0.014
C -4.621 -5.634 -2.970 -0.895
H -1.377 -2.998 -4.506 0.243
H -1.520 -2.818 -6.255 0.319
H -2.172 -5.330 -4.650 0.106
H -0.828 -5.112 -5.777 0.426
H -2.501 -5.153 -6.377 0.352
H -4.832 -0.444 -2.505 0.192
H -6.169 0.062 -3.526 0.345
H -3.269 0.374 -4.474 0.254
H -4.150 1.641 -3.595 0.351
H -4.717 1.067 -5.177 0.321
H -4.418 -5.536 -5.126 0.122
H -6.064 -5.630 -4.543 0.344
H -3.662 -5.181 -2.697 0.062
H -4.504 -6.721 -2.949 0.371
H -5.346 -5.345 -2.202 0.353
O 2.277 -7.520 -1.329 -0.736
P 1.201 -8.478 -1.896 0.992
O 1.935 -8.664 -3.375 -0.316
C 3.288 -9.078 -3.454 -0.257
C 3.384 -10.576 -3.634 -1.065
O 0.142 -7.274 -2.345 -0.328
C 0.110 -6.053 -1.623 -0.424
C 0.978 -5.008 -2.304 -0.842
O -0.002 -9.548 -2.529 -0.294
C 0.158 -10.948 -2.413 -0.031
C 0.622 -11.400 -1.045 -1.228
H 3.865 -8.764 -2.580 0.296
H 3.723 -8.584 -4.330 0.317
H 3.070 -11.095 -2.725 0.217
H 4.414 -10.878 -3.852 0.411
H 2.742 -10.919 -4.452 0.256
H 0.411 -6.209 -0.580 0.390
H -0.926 -5.703 -1.601 0.338
H 1.973 -5.391 -2.549 0.311
H 1.093 -4.124 -1.670 0.336
H 0.526 -4.699 -3.252 0.064
H 0.824 -11.301 -3.201 0.153
H -0.821 -11.396 -2.618 0.328
H 1.581 -10.947 -0.772 0.372
H 0.739 -12.487 -1.024 0.368
H -0.103 -11.111 -0.277 0.350
O 0.795 10.247 -2.015 -0.739
P 0.921 8.840 -1.380 0.958
O 0.190 9.260 0.051 -0.317
C -1.091 9.866 0.049 -0.308
C -2.178 8.830 0.228 -0.918
O 2.494 9.039 -0.871 -0.319
C 3.369 9.890 -1.594 -0.341
C 3.403 11.276 -0.971 -1.039
O 1.062 7.268 -0.671 -0.295
C 0.007 6.336 -0.792 0.648
C -0.581 6.253 -2.184 -1.382
H -1.269 10.448 -0.859 0.307
H -1.118 10.562 0.894 0.330
H -2.257 8.195 -0.659 0.226
H -3.151 9.308 0.382 0.427
H -1.970 8.181 1.084 0.127
H 3.088 9.930 -2.653 0.331
H 4.372 9.451 -1.553 0.358
H 2.399 11.671 -0.785 0.270
H 3.940 11.978 -1.614 0.352
H 3.904 11.242 0.002 0.282
H -0.757 6.556 -0.045 -0.244
H 0.419 5.356 -0.526 0.143
H -0.972 7.220 -2.517 0.411
H -1.397 5.526 -2.209 0.346
H 0.183 5.946 -2.907 0.392
```

Record 2
Formula: C34H76IN2O27
Source: the Open Molecules 2025 dataset
Level of theory: ωB97M-V with the def2-TZVPD basis set

Summary:
* strongest force on any atom: 1.09 eV/Å
* total energy: -3779.8347 a.u.
* total charge: -1

```
140
Properties=species:S:1:pos:R:3:mulliken_charge:R:1
C -0.824 -0.542 4.187 -0.708
C -2.033 -0.961 3.357 -0.666
C -1.990 -0.594 1.875 -0.182
C -1.923 0.916 1.611 0.533
C -1.369 1.290 0.256 0.541
C -2.152 2.055 -0.616 -0.459
O -3.408 2.469 -0.245 -0.627
C -3.427 3.493 0.753 0.301
C -4.642 3.280 1.698 -0.813
O -5.563 2.390 1.119 -0.400
C -5.848 1.209 1.846 -0.065
C -6.121 0.066 0.878 -1.127
C -1.722 2.390 -1.910 1.028
C -2.664 3.182 -2.786 -1.044
I -2.632 2.466 -4.829 0.139
C -2.365 4.695 -2.783 -0.714
C -3.659 5.519 -2.676 0.117
C -0.466 1.986 -2.330 -0.922
C 0.327 1.249 -1.471 0.190
C -0.114 0.901 -0.196 0.176
C 0.821 0.088 0.649 0.152
O 0.965 0.314 1.833 -0.631
C 1.586 -0.935 -0.103 0.288
C 2.015 -0.577 -1.377 1.023
C 2.732 -1.472 -2.132 -1.454
C 3.054 -2.749 -1.676 0.874
C 3.850 -3.618 -2.603 -0.811
C 5.320 -3.914 -2.219 -1.114
C 5.894 -3.066 -1.068 0.927
C 6.346 -3.893 0.147 -1.168
N 5.674 -3.515 1.393 0.537
C 5.629 -4.362 2.456 -0.775
C 4.958 -3.793 3.510 -0.899
C 4.587 -2.510 3.043 0.302
C 5.045 -2.347 1.758 -1.352
C 2.589 -3.151 -0.395 1.408
C 2.748 -4.619 0.123 -0.018
O 2.993 -5.472 -0.759 -0.880
O 2.548 -4.809 1.333 -0.642
C 1.875 -2.209 0.363 -0.980
O 1.392 -2.501 1.634 0.516
N 0.345 -3.425 1.709 0.341
O -0.210 -3.603 0.690 -0.570
C 1.672 0.766 -1.893 -0.364
O 2.412 1.427 -2.599 -0.741
H 0.062 -1.125 3.945 -0.166
H -1.044 -0.704 5.243 0.526
H -0.574 0.512 4.078 0.166
H -2.163 -2.036 3.479 0.507
H -2.920 -0.485 3.789 0.269
H -2.935 -0.936 1.445 0.188
H -1.211 -1.151 1.359 -0.052
H -2.950 1.275 1.638 -0.880
H -1.385 1.464 2.384 0.368
H -3.520 4.466 0.274 -0.164
H -2.515 3.440 1.344 0.250
H -5.151 4.232 1.861 0.564
H -4.269 2.949 2.665 0.306
H -6.748 1.375 2.449 0.423
H -5.034 0.938 2.522 0.103
H -6.947 -0.550 1.231 0.385
H -5.261 -0.594 0.772 0.215
H -6.403 0.450 -0.099 0.196
H -3.673 2.984 -2.445 0.803
H -1.850 4.989 -3.694 0.487
H -1.698 4.895 -1.944 0.449
H -3.565 6.489 -3.154 0.271
H -3.942 5.596 -1.632 -0.242
H -4.448 4.970 -3.195 -0.291
H -0.084 2.211 -3.315 0.685
H 3.038 -1.150 -3.119 0.626
H 3.312 -4.549 -2.714 0.038
H 3.826 -3.154 -3.590 0.401
H 5.920 -3.730 -3.110 0.390
H 5.434 -4.979 -2.026 0.341
H 6.804 -2.591 -1.430 0.613
H 5.245 -2.255 -0.766 -0.650
H 6.171 -4.957 0.006 0.592
H 7.419 -3.760 0.287 0.201
H 6.080 -5.341 2.440 0.372
H 4.749 -4.227 4.470 0.451
H 4.023 -1.773 3.588 0.852
H 4.975 -1.501 1.105 0.556
O 6.370 -0.011 -0.047 -0.578
H 5.650 0.541 0.292 0.265
H 7.066 0.073 0.611 0.281
O -4.276 8.090 -4.949 -0.592
H -4.844 8.105 -5.726 0.293
H -4.146 9.016 -4.725 0.291
O -5.907 3.994 -5.335 -0.659
H -5.051 3.605 -5.103 0.199
H -6.408 3.262 -5.709 0.304
O 1.960 -3.246 4.437 -0.700
H 1.992 -4.096 3.980 0.368
H 1.973 -2.617 3.707 0.120
O 4.505 0.263 -4.645 -0.666
H 3.941 0.809 -4.076 0.359
H 5.271 0.072 -4.095 0.280
O 9.349 -2.713 -1.053 -0.580
H 9.912 -2.425 -0.328 0.288
H 9.664 -2.220 -1.817 0.283
O 4.403 -1.760 6.101 -0.622
H 3.566 -2.241 6.088 0.298
H 4.148 -0.829 6.064 0.322
O -5.082 3.822 4.707 -0.562
H -6.032 3.965 4.631 0.293
H -4.931 3.700 5.650 0.251
O -1.868 -6.032 1.303 -0.657
H -2.655 -5.826 0.786 0.295
H -1.224 -5.365 1.029 0.417
O -3.879 6.249 3.104 -0.652
H -4.224 5.403 3.417 0.359
H -4.466 6.505 2.383 0.343
O 2.837 1.047 -7.021 -0.647
H 2.268 1.609 -6.489 0.292
H 3.589 0.851 -6.445 0.364
O 4.324 1.248 1.580 -0.678
H 3.432 0.961 1.352 0.335
H 4.338 1.251 2.542 0.262
O -7.167 4.139 -2.460 -0.674
H -6.819 4.395 -3.327 0.335
H -6.617 4.618 -1.831 0.313
O 3.800 -5.809 -4.814 -0.591
H 3.599 -6.648 -4.386 0.279
H 3.173 -5.735 -5.538 0.284
O 1.798 -6.675 -2.679 -0.682
H 2.381 -6.348 -1.962 0.493
H 0.920 -6.408 -2.396 0.261
O -5.132 -6.233 0.629 -0.628
H -5.909 -6.500 0.129 0.308
H -4.891 -7.010 1.144 0.321
O -8.628 1.953 -0.930 -0.595
H -9.499 2.351 -1.008 0.282
H -8.023 2.661 -1.191 0.356
O 3.675 1.133 5.861 -0.651
H 2.873 1.212 5.332 0.320
H 4.189 1.921 5.662 0.301
O -3.698 7.295 0.033 -0.602
H -3.690 7.904 -0.713 0.279
H -2.914 7.520 0.549 0.311
```

Record 3
Formula: C34H78N10O12
Source: the Open Molecules 2025 dataset
Level of theory: ωB97M-V with the def2-TZVPD basis set

Summary:
* strongest force on any atom: 5.04 eV/Å
* total energy: -2792.6064 a.u.
* total charge: 0
* ΔE to the lowest compared entry with this formula, charge and spin: 365.5 kJ/mol

```
134
Properties=species:S:1:pos:R:3:mulliken_charge:R:1
C -6.253 0.225 2.327 -0.118
O -6.839 -0.074 1.242 -0.574
N -4.964 0.253 2.561 0.500
C -4.262 0.262 3.838 -0.958
C -4.025 0.006 1.483 -0.965
H -6.814 0.613 3.190 0.302
H -4.367 -0.754 4.219 0.384
H -4.687 1.054 4.454 0.347
H -3.212 0.554 3.804 0.250
H -3.033 0.351 1.772 -0.204
H -3.810 -1.053 1.342 0.887
H -4.308 0.518 0.563 0.095
C 4.310 1.036 4.158 0.314
O 5.289 1.441 4.751 -0.676
N 3.659 -0.087 4.542 0.225
C 2.543 -0.510 3.699 -0.739
C 3.955 -0.781 5.800 -1.020
H 3.942 1.434 3.200 0.210
H 2.751 -1.484 3.256 0.357
H 2.248 0.158 2.889 -0.111
H 1.722 -0.834 4.339 0.417
H 3.217 -0.715 6.599 0.341
H 3.969 -1.859 5.643 0.313
H 4.870 -0.435 6.282 0.348
C 3.987 2.041 0.215 -0.203
O 3.441 1.017 0.452 -0.378
N 5.312 2.276 0.242 0.521
C 5.938 3.547 0.039 -1.068
C 6.227 1.233 0.765 -0.795
H 3.459 2.982 -0.008 0.282
H 5.341 4.358 -0.379 0.307
H 6.924 3.481 -0.422 0.299
H 6.209 3.876 1.042 0.442
H 6.932 0.929 -0.009 0.043
H 6.813 1.548 1.628 0.404
H 5.615 0.389 1.084 0.159
C 0.409 3.514 4.907 -0.009
O 0.953 2.479 4.891 -0.489
N -0.287 4.071 3.938 0.231
C -0.829 5.367 4.097 -1.092
C -0.564 3.443 2.655 -0.272
H 0.319 4.080 5.847 0.292
H -0.576 5.989 3.239 0.352
H -0.419 5.920 4.941 0.420
H -1.864 5.526 4.400 0.298
H 0.292 2.879 2.283 0.220
H -1.402 2.755 2.761 -0.344
H -0.795 4.229 1.935 0.310
C -3.889 -3.802 -1.509 0.600
O -5.124 -3.697 -1.300 -0.680
N -2.936 -4.343 -0.638 0.150
C -1.552 -4.444 -0.971 -0.928
C -3.365 -4.598 0.792 -1.011
H -3.405 -3.327 -2.376 0.024
H -1.045 -3.678 -0.383 0.314
H -1.302 -4.333 -2.026 0.210
H -1.197 -5.463 -0.819 0.350
H -2.971 -3.910 1.540 0.271
H -4.450 -4.582 0.899 0.318
H -3.087 -5.638 0.962 0.369
C -3.661 1.505 -2.839 0.378
O -3.268 2.596 -3.173 -0.711
N -4.934 1.244 -2.558 0.230
C -5.417 -0.148 -2.355 -0.812
C -5.932 2.326 -2.481 -0.857
H -3.008 0.629 -2.701 0.189
H -5.940 -0.446 -3.264 0.422
H -6.071 -0.233 -1.487 0.384
H -4.582 -0.843 -2.256 0.015
H -5.958 2.795 -1.498 -0.024
H -5.619 3.115 -3.164 0.403
H -6.978 2.021 -2.450 0.401
C -3.812 -2.991 -5.325 0.170
O -3.436 -3.941 -4.654 -0.633
N -3.070 -2.018 -5.733 0.230
C -3.653 -0.997 -6.667 -1.024
C -1.580 -1.889 -5.532 -0.919
H -4.874 -2.892 -5.596 0.285
H -3.092 -1.210 -7.577 0.422
H -3.418 0.054 -6.498 0.292
H -4.712 -1.151 -6.875 0.322
H -1.307 -0.897 -5.171 0.345
H -1.219 -2.618 -4.807 0.179
H -1.044 -2.020 -6.472 0.378
C -1.047 -0.721 -1.175 0.241
O -1.283 -1.560 -2.108 -0.614
N 0.049 -0.730 -0.383 0.471
C 0.078 0.180 0.759 0.336
C 1.230 -1.694 -0.437 -1.104
H -1.770 0.014 -0.789 0.155
H -0.884 0.634 0.998 -0.725
H 0.638 1.027 0.363 0.208
H 0.554 -0.146 1.684 0.034
H 1.164 -2.316 0.456 0.578
H 1.303 -2.285 -1.350 0.322
H 2.201 -1.201 -0.392 -0.018
C -2.493 3.467 -0.274 -0.162
O -1.969 2.411 0.004 -0.440
N -3.461 3.911 0.467 0.468
C -4.394 4.965 0.146 -0.855
C -4.004 3.219 1.652 -0.888
H -2.303 4.167 -1.102 0.278
H -4.884 5.353 1.038 0.315
H -5.219 4.618 -0.476 0.233
H -3.903 5.691 -0.503 0.355
H -3.359 2.504 2.163 -0.219
H -4.298 3.941 2.415 0.434
H -4.950 2.728 1.423 0.531
C 3.622 -4.704 2.190 0.124
O 4.220 -4.226 3.166 -0.575
N 3.592 -4.198 0.911 0.343
C 2.733 -4.772 -0.126 -0.717
C 4.593 -3.289 0.458 -0.767
H 2.957 -5.580 2.244 0.292
H 2.163 -5.646 0.192 0.335
H 3.393 -5.106 -0.926 0.350
H 2.055 -4.057 -0.591 0.125
H 5.235 -3.155 1.328 0.321
H 5.174 -3.624 -0.402 0.310
H 4.033 -2.405 0.153 -0.054
O 6.618 1.713 -2.842 -0.570
C 6.932 0.532 -2.925 0.707
O 6.039 -0.448 -2.913 -0.270
C 4.769 -0.154 -3.337 -0.180
C 3.867 -1.388 -3.085 -0.815
C 8.399 0.011 -2.890 -1.026
H 4.818 0.039 -4.409 0.345
H 4.318 0.656 -2.763 0.194
H 3.860 -1.633 -2.023 -0.085
H 4.164 -2.370 -3.451 0.405
H 2.798 -1.302 -3.279 0.443
H 8.989 0.576 -3.612 0.330
H 8.419 -1.001 -3.295 0.329
H 8.816 -0.067 -1.886 0.263
```